[1]
ORCA calculation (wB97M-V/def2-TZVPD) on a structure of composition C4H6LiO3 at a distorted geometry.

```
! wB97M-V def2-TZVPD RIJCOSX def2/J DEFGRID3
* xyz 0 2
C 1.173 2.134 -1.376
C 0.933 1.476 -0.072
O 0.911 0.118 -0.097
H 1.321 3.210 -1.219
H 2.056 1.718 -1.883
H 0.303 2.007 -2.047
H 0.346 1.959 0.710
O -1.078 0.118 1.031
Li -2.370 -0.984 1.485
C -0.149 -0.548 0.601
O -0.086 -1.821 0.411
C -1.235 -2.699 0.873
H -0.730 -3.359 1.603
H -1.395 -3.329 -0.019
*
```

E = -389.1891 Eh
LUMO energy (spin up / spin down) = -0.14 / -0.14 eV
orbital gap (spin up / spin down) = 7.28 / 7.82 eV

=====

[2]
ORCA calculation (wB97M-V/def2-TZVPD) on a structure of composition C4H6MgNaO2 at a distorted geometry.

```
! wB97M-V def2-TZVPD RIJCOSX def2/J DEFGRID3
* xyz 2 2
O -2.554 -0.847 -0.400
C -1.632 -1.169 0.212
C -0.408 -0.910 0.831
Na -3.342 -1.553 -2.626
Mg -1.140 0.233 -2.022
H -0.553 -0.471 1.817
H 0.205 -1.804 0.932
C 1.284 1.309 0.463
C 0.583 0.264 -0.415
O 2.127 0.805 1.386
H 1.316 2.364 0.179
H 0.586 0.903 -1.312
H 0.958 -0.590 -0.981
H 2.570 1.465 1.935
*
```

E = -668.0692 Eh
LUMO energy (spin up / spin down) = -8.23 / -9.75 eV
orbital gap (spin up / spin down) = 6.72 / 5.70 eV

=====

[3]
ORCA calculation (wB97M-V/def2-TZVPD) on a structure of composition C4H6MgO5Pb at a distorted geometry.

```
! wB97M-V def2-TZVPD RIJCOSX def2/J DEFGRID3
* xyz -1 2
O 1.653 -2.167 -0.522
C 2.469 -1.944 0.581
C 2.242 -0.556 1.179
O 0.824 -0.417 1.302
C 0.298 0.852 1.662
Pb -0.051 -1.300 -0.435
H 3.544 -2.016 0.329
H 2.280 -2.692 1.379
H 2.615 0.229 0.500
H 2.707 -0.441 2.170
H 0.663 1.625 0.966
H 0.526 1.059 2.715
O -1.197 0.675 1.418
C -1.729 0.980 0.148
O -1.385 0.067 -0.802
O -1.645 2.212 -0.259
Mg -0.881 1.729 -2.151
*
```

E = -925.0029 Eh
LUMO energy (spin up / spin down) = 3.00 / 2.97 eV
orbital gap (spin up / spin down) = 4.32 / 4.54 eV

=====

[4]
ORCA calculation (wB97M-V/def2-TZVPD) on the ion C4H6N with charge +1 at a distorted geometry.

```
! wB97M-V def2-TZVPD RIJCOSX def2/J DEFGRID3
* xyz 1 1
C -0.997 -1.445 -0.518
C -0.360 -0.425 0.051
C -0.490 0.762 0.935
N 0.553 1.341 0.417
C 0.970 0.169 -0.425
H -0.428 -2.046 -1.155
H -1.937 -1.683 -0.124
H -1.185 0.969 1.803
H 0.961 2.184 0.668
H 2.085 -0.108 -0.181
H 0.826 0.282 -1.469
*
```

E = -210.4137 Eh
LUMO energy = -5.71 eV
orbital gap = 9.87 eV
SMILES = C=C1C=[NH+]C1

=====

[5]
ORCA calculation (wB97M-V/def2-TZVPD) on a structure of composition C4H6N at a distorted geometry.

```
! wB97M-V def2-TZVPD RIJCOSX def2/J DEFGRID3
* xyz 1 1
C -0.408 1.235 -1.225
C 1.202 0.485 0.523
C 0.754 1.525 -1.060
C -0.566 -1.229 0.724
N 0.611 -0.417 0.987
H -1.263 0.800 -1.630
H 1.825 1.102 1.066
H 1.625 2.109 -1.044
H -1.091 -0.762 -0.192
H -1.131 -1.118 1.560
H -0.230 -2.291 0.774
*
```

E = -210.3138 Eh
LUMO energy = -6.02 eV
orbital gap = 9.84 eV

=====

[6]
ORCA calculation (wB97M-V/def2-TZVPD) on the molecule C4H6N2.

```
! wB97M-V def2-TZVPD RIJCOSX def2/J DEFGRID3
* xyz 0 1
C 1.361 -0.694 -0.431
N 0.222 -0.207 0.363
C 0.208 1.329 0.605
C -1.095 1.546 0.293
N -1.873 0.436 -0.148
C -1.113 -0.576 -0.110
H 1.265 -0.292 -1.438
H 2.274 -0.310 0.022
H 1.362 -1.785 -0.459
H 0.364 -0.447 1.348
H -1.589 2.506 0.335
H -1.358 -1.599 -0.374
*
```

E = -265.3950 Eh
LUMO energy = 0.58 eV
orbital gap = 9.15 eV

=====

[7]
ORCA calculation (wB97M-V/def2-TZVPD) on a structure of composition C4H6N2 at a distorted geometry.

```
! wB97M-V def2-TZVPD RIJCOSX def2/J DEFGRID3
* xyz 0 1
C 2.278 0.925 -0.332
C 0.857 0.586 -0.106
C 1.398 -0.541 0.653
C -1.565 0.410 -0.013
N 2.717 -0.121 0.274
N -0.324 0.917 -0.526
H 2.768 1.522 -1.106
H 1.342 -0.541 1.667
H 1.078 -1.478 0.312
H -2.299 0.689 -0.733
H -1.856 0.731 0.924
H -1.481 -0.650 -0.112
*
```

E = -265.4135 Eh
LUMO energy = 0.29 eV
orbital gap = 9.59 eV

=====

[8]
ORCA calculation (wB97M-V/def2-TZVPD) on the molecule C4H6N2 at a distorted geometry.

```
! wB97M-V def2-TZVPD RIJCOSX def2/J DEFGRID3
* xyz 0 1
C 1.035 -1.060 0.509
N -0.101 -0.427 -0.078
C -0.306 0.077 -1.362
C -0.438 0.942 -0.021
C -1.497 1.175 0.986
N -2.203 1.290 1.902
H 0.779 -1.185 1.564
H 1.980 -0.506 0.425
H 1.132 -2.046 0.052
H -1.221 -0.161 -1.894
H 0.576 0.123 -2.038
H 0.263 1.777 -0.044
*
```

E = -265.4349 Eh
LUMO energy = 0.82 eV
orbital gap = 10.45 eV
SMILES = CN1C[C@H]1C#N

=====

[9]
ORCA calculation (wB97M-V/def2-TZVPD) on a cluster of 2 separate species, C4H6N2 in total at a distorted geometry.

```
! wB97M-V def2-TZVPD RIJCOSX def2/J DEFGRID3
* xyz 0 1
C -1.188 1.308 -1.558
C -0.791 1.253 -0.429
C -0.270 0.877 0.941
C -0.030 -0.618 1.058
H -1.325 1.428 -2.549
H 0.587 1.315 1.231
H -1.035 0.961 1.700
H -0.827 -1.246 1.234
H 0.496 -0.710 2.047
H 0.665 -0.921 0.269
N -4.216 -0.168 -0.306
N -3.561 -0.907 0.172
*
```

E = -265.4679 Eh
LUMO energy = 1.19 eV
orbital gap = 11.23 eV
SMILES = C#CCC.N#N

=====

[10]
ORCA calculation (wB97M-V/def2-TZVPD) on the molecule C4H6N2 at a distorted geometry.

```
! wB97M-V def2-TZVPD RIJCOSX def2/J DEFGRID3
* xyz 0 1
N -0.563 -0.232 -1.977
C -0.145 -0.071 -0.623
C -0.469 -0.841 0.458
C 0.110 -0.229 1.597
C 0.750 0.916 1.201
N 0.588 1.009 -0.183
H 0.161 -0.586 -2.603
H -1.319 -0.916 -1.975
H -1.079 -1.729 0.423
H 0.009 -0.609 2.606
H 1.086 1.618 1.969
H 0.871 1.671 -0.895
*
```

E = -265.5132 Eh
LUMO energy = 1.05 eV
orbital gap = 8.78 eV
SMILES = Nc1ccc[nH]1

=====

[11]
ORCA calculation (wB97M-V/def2-TZVPD) on the molecule C4H6N2 at a distorted geometry.

```
! wB97M-V def2-TZVPD RIJCOSX def2/J DEFGRID3
* xyz 0 1
N 2.031 -0.085 -0.026
C 0.730 0.231 0.175
C -0.185 1.230 0.160
C -1.455 0.597 -0.147
C -1.304 -0.740 -0.256
N 0.051 -1.038 0.038
H 1.614 -1.059 -0.482
H 2.786 0.582 0.190
H 0.002 2.292 0.161
H -2.378 1.136 -0.301
H -2.031 -1.534 -0.390
H 0.139 -1.613 0.879
*
```

E = -265.4373 Eh
LUMO energy = 1.08 eV
orbital gap = 8.36 eV
SMILES = Nc1ccc[nH]1

=====

[12]
ORCA calculation (wB97M-V/def2-TZVPD) on the molecule C4H6N2 at a distorted geometry.

```
! wB97M-V def2-TZVPD RIJCOSX def2/J DEFGRID3
* xyz 0 1
N 2.193 -0.665 -1.672
C 1.489 -0.567 -0.758
C 0.674 -0.406 0.462
C 0.064 0.971 0.784
C -0.921 0.660 -0.351
N -0.769 -0.738 0.202
H 1.120 -0.995 1.267
H -0.953 -0.237 1.250
H 0.681 1.867 0.777
H -0.552 0.661 -1.388
H -1.944 1.039 -0.301
H -1.082 -1.589 -0.272
*
```

E = -265.3531 Eh
LUMO energy = 0.64 eV
orbital gap = 8.63 eV

=====

[13]
ORCA calculation (wB97M-V/def2-TZVPD) on the molecule C4H6N2 at a distorted geometry.

```
! wB97M-V def2-TZVPD RIJCOSX def2/J DEFGRID3
* xyz 0 1
N 0.231 -1.949 0.478
C 0.202 -0.688 -0.059
C 1.093 0.260 -0.598
C 0.490 1.480 -0.320
N -0.725 1.301 0.236
C -0.988 -0.052 0.328
H -0.664 -1.813 1.016
H 0.657 -2.742 0.005
H 2.073 0.134 -1.042
H 0.892 2.471 -0.439
H -1.359 2.024 0.522
H -1.902 -0.425 -0.129
*
```

E = -265.4565 Eh
LUMO energy = 1.17 eV
orbital gap = 8.51 eV
SMILES = Nc1cc[nH]c1

=====

[14]
ORCA calculation (wB97M-V/def2-TZVPD) on the molecule C4H6N2 at a distorted geometry.

```
! wB97M-V def2-TZVPD RIJCOSX def2/J DEFGRID3
* xyz 0 1
N 2.569 0.517 -0.044
C 1.609 -0.194 0.042
C 0.347 -0.928 0.091
N -0.693 -0.120 -0.621
C -1.061 0.995 0.209
C -2.015 -0.186 0.074
H 0.409 -1.912 -0.262
H 0.116 -1.082 1.208
H -1.423 1.860 -0.379
H -0.502 1.202 1.130
H -2.162 -0.840 1.056
H -2.852 -0.122 -0.589
*
```

E = -265.4420 Eh
LUMO energy = 0.89 eV
orbital gap = 10.92 eV
SMILES = N#CCN1CC1

=====

[15]
ORCA calculation (wB97M-V/def2-TZVPD) on the molecule C4H6N2.

```
! wB97M-V def2-TZVPD RIJCOSX def2/J DEFGRID3
* xyz 0 1
C 0.793 0.856 1.445
C 0.026 0.261 0.303
C -1.324 0.223 0.021
C -1.300 -0.618 -1.206
N 0.060 -0.909 -1.655
N 0.732 -0.422 -0.698
H 0.881 0.157 2.285
H 1.804 1.167 1.155
H 0.257 1.736 1.806
H -1.508 -1.636 -0.821
H -2.005 -0.458 -2.025
H 1.733 -0.612 -0.691
*
```

E = -265.3836 Eh
LUMO energy = -0.03 eV
orbital gap = 8.08 eV

=====

[16]
ORCA calculation (wB97M-V/def2-TZVPD) on a cluster of 2 separate species, C4H6N2 in total at a distorted geometry.

```
! wB97M-V def2-TZVPD RIJCOSX def2/J DEFGRID3
* xyz 0 1
C 1.851 -1.455 -0.027
C 1.625 -0.201 0.373
C 0.783 0.701 -0.416
N 0.373 1.637 -0.965
H 2.782 -1.959 0.180
H 1.208 -1.953 -0.736
H 2.411 0.320 0.911
C -2.329 0.552 0.577
N -1.903 -0.022 -0.473
H -3.360 0.372 0.869
H -2.006 1.532 0.936
H -1.435 0.477 -1.229
*
```

E = -265.4048 Eh
LUMO energy = 0.24 eV
orbital gap = 9.15 eV
SMILES = C=CC#N.C=N

=====

[17]
ORCA calculation (wB97M-V/def2-TZVPD) on the molecule C4H6N2.

```
! wB97M-V def2-TZVPD RIJCOSX def2/J DEFGRID3
* xyz 0 1
C -1.199 -1.086 2.219
C -0.270 -0.626 1.423
N 0.656 -0.247 0.704
N 0.358 0.836 -0.173
C 1.272 0.890 -1.303
C -0.112 0.393 -1.486
H -1.847 -1.893 1.897
H -1.351 -0.649 3.199
H 2.071 0.154 -1.317
H 1.545 1.895 -1.614
H -0.885 1.014 -1.929
H -0.238 -0.680 -1.620
*
```

E = -265.3980 Eh
LUMO energy = 1.13 eV
orbital gap = 10.14 eV
SMILES = C=C=NN1CC1

=====

[18]
ORCA calculation (wB97M-V/def2-TZVPD) on a structure of composition C4H6N2 at a distorted geometry.

```
! wB97M-V def2-TZVPD RIJCOSX def2/J DEFGRID3
* xyz 0 1
N 1.172 -1.274 -2.270
C 0.609 -1.326 -1.264
C -0.070 -1.262 0.026
C 0.168 0.158 0.548
C -0.181 1.338 -0.391
N -0.890 0.722 1.280
H -1.147 -1.427 -0.087
H 0.311 -2.056 0.683
H 1.163 0.274 0.995
H -1.025 1.435 -1.103
H 0.433 2.257 -0.564
H -0.544 1.160 2.148
*
```

E = -265.4147 Eh
LUMO energy = 0.57 eV
orbital gap = 10.40 eV

=====

[19]
ORCA calculation (wB97M-V/def2-TZVPD) on a structure of composition C4H6N2 at a distorted geometry.

```
! wB97M-V def2-TZVPD RIJCOSX def2/J DEFGRID3
* xyz 0 1
C -2.021 -0.173 -0.347
C 0.010 0.902 0.094
C 1.348 0.100 -0.074
C 0.292 -1.032 0.127
H 0.248 1.954 -0.495
H -0.388 0.991 1.126
H 2.358 0.021 0.571
H 1.599 0.494 -1.404
H 0.064 -1.104 1.312
H 0.432 -1.938 -0.540
N -3.154 0.063 0.145
N -0.788 -0.279 -0.515
*
```

E = -265.3278 Eh
LUMO energy = 0.65 eV
orbital gap = 10.13 eV

=====

[20]
ORCA calculation (wB97M-V/def2-TZVPD) on a cluster of 2 separate species, C4H6N2 in total at a distorted geometry.

```
! wB97M-V def2-TZVPD RIJCOSX def2/J DEFGRID3
* xyz 0 1
C -2.151 -0.912 0.686
C -1.970 -0.186 -0.389
N -1.764 0.584 -1.314
H -2.185 -2.001 0.721
H -2.523 -0.327 1.528
H -0.910 0.883 -1.771
C 1.597 -0.154 -0.729
C 1.905 0.477 0.366
N 2.415 1.203 1.194
H 1.812 -1.247 -0.689
H 1.482 0.249 -1.788
H 2.293 1.431 2.183
*
```

E = -265.3918 Eh
LUMO energy = 0.83 eV
orbital gap = 9.46 eV
SMILES = C=C=N.C=C=N